Entry 1:
Density functional theory data (ωB97M-V/def2-TZVPD) for C13H21AsBrF6N3PdSSbSe as an isolated structure.

Properties
* E_tot: -9248.56382 Ha
* gap between HOMO and LUMO (alpha / beta): 6.2524 / 6.5755 eV
* total charge: +2
* multiplicity: 2
* relative energy (zero: lowest compared OMol25 entry of this formula, charge and spin): 12.3 kJ/mol
* HOMO energy (alpha / beta): -15.08 / -15.05 eV

```
49
C13H21AsBrF6N3PdSSbSe ωB97M-V/def2-TZVPD
Pd 0.087 0.514 -0.159
C -3.648 -1.127 0.344
N -2.580 -2.010 0.859
C -2.662 -2.758 1.994
C -1.478 -3.420 2.128
N -0.696 -3.068 1.070
C 0.657 -3.589 0.818
C -1.368 -2.188 0.299
Se -0.781 -1.388 -1.294
H -4.476 -1.154 1.045
H -3.986 -1.476 -0.626
H -3.272 -0.108 0.268
H -3.545 -2.769 2.617
H -1.145 -4.112 2.887
H 0.909 -4.274 1.620
H 1.357 -2.777 0.818
H 0.677 -4.118 -0.129
Br -4.815 4.905 -1.868
C -3.487 3.679 -1.420
C -3.015 2.781 -2.367
C -2.035 1.889 -1.997
N -1.528 1.859 -0.757
C -1.976 2.734 0.156
C -2.957 3.656 -0.138
H -3.401 2.776 -3.377
H -1.641 1.179 -2.710
H -1.534 2.694 1.141
H -3.294 4.347 0.623
C 3.325 -1.578 -1.590
As 3.318 0.338 -1.576
C 4.403 1.003 -3.006
C 3.967 0.962 0.114
S 1.338 1.144 -1.967
H 4.359 -1.918 -1.544
H 2.855 -1.932 -2.501
H 2.783 -1.937 -0.723
H 5.424 0.666 -2.843
H 4.368 2.087 -3.003
H 4.028 0.619 -3.948
H 4.989 0.617 0.250
H 3.334 0.569 0.904
H 3.933 2.045 0.120
F -1.029 0.221 1.770
Sb 0.490 0.687 2.947
F 1.400 -0.506 1.699
F 0.043 -0.763 4.016
F 2.096 1.111 3.751
F -0.577 1.936 3.798
F 0.788 1.955 1.487
```

Entry 2:
Density functional theory data (ωB97M-V/def2-TZVPD) for a 4-piece molecular cluster, C13H21BClN3O7S overall at a distorted geometry.

Properties
* E_tot: -2082.18420 Ha
* structure (SMILES): O=C1O[C@H](CCCCS(=O)(=O)Cl)[C@H](B(O)O)O1.CC#N.CC#N.CC#N
* gap between HOMO and LUMO: 10.9368 eV
* HOMO energy: -10.84 eV

```
47
C13H21BClN3O7S ωB97M-V/def2-TZVPD
O 3.202 -3.435 0.728
C 2.649 -2.420 0.384
O 1.965 -1.557 1.189
C 2.198 -0.294 0.502
C 1.488 0.876 1.090
C 2.033 2.253 0.678
C 3.448 2.256 0.108
C 3.933 3.670 -0.195
S 5.001 3.638 -1.644
O 5.891 4.748 -1.627
O 5.607 2.356 -1.773
Cl 3.623 3.820 -3.156
C 1.781 -0.771 -0.888
B 0.256 -1.228 -0.997
O -0.624 -0.441 -1.715
O -0.234 -2.358 -0.402
O 2.619 -1.950 -0.914
H 3.284 -0.269 0.446
H 0.465 0.826 0.754
H 1.497 0.791 2.165
H 1.383 2.765 -0.019
H 2.043 2.875 1.565
H 4.126 1.805 0.818
H 3.465 1.663 -0.793
H 4.599 4.005 0.583
H 3.136 4.374 -0.383
H 2.039 0.040 -1.560
H -0.822 -0.960 -2.501
H 0.247 -3.151 -0.641
C -1.461 -1.406 3.414
C -1.640 -0.207 2.607
N -1.780 0.725 1.954
H -0.472 -1.401 3.867
H -2.216 -1.439 4.196
H -1.561 -2.287 2.784
C -4.319 0.388 -1.360
C -4.108 0.014 -2.757
N -3.942 -0.289 -3.850
H -3.596 1.144 -1.062
H -5.323 0.786 -1.233
H -4.198 -0.486 -0.723
C -6.121 -3.345 -0.391
C -5.608 -3.051 0.944
N -5.204 -2.818 1.992
H -7.200 -3.216 -0.408
H -5.671 -2.672 -1.119
H -5.881 -4.371 -0.660
```

Entry 3:
Density functional theory data (ωB97M-V/def2-TZVPD) for a 2-piece molecular cluster, C13H21BrF13N6O6PS3 overall at a distorted geometry.

Properties
* E_tot: -6695.92880 Ha
* gap between HOMO and LUMO: 6.1929 eV
* HOMO energy: -8.95 eV

```
64
C13H21BrF13N6O6PS3 ωB97M-V/def2-TZVPD
C 3.644 -3.589 0.836
C 3.558 -2.401 -0.204
Br 4.788 -2.915 -1.672
C 2.089 -2.327 -0.665
N 1.589 -1.009 -1.170
P 2.767 0.142 -1.715
N 3.587 0.866 -0.609
C 0.473 -0.494 -0.522
N 0.415 -0.058 0.687
C 1.591 -0.036 1.585
O 2.066 -0.980 2.067
N 2.067 1.265 1.879
C 1.512 1.566 3.171
O 0.495 2.070 3.329
F 2.203 1.193 4.229
N -0.776 -0.477 -1.207
C -0.658 0.164 -2.518
C -0.533 1.706 -2.291
C -1.911 2.333 -1.971
F -2.156 2.333 -0.612
C -1.168 -1.916 -1.288
C -2.617 -2.177 -1.736
C -3.733 -1.678 -0.823
F -4.876 -1.687 -1.535
F -3.517 -0.363 -0.578
C -3.880 -2.344 0.573
F -2.718 -2.529 1.183
F -4.524 -1.473 1.341
S -4.869 -3.948 0.665
F -6.226 -3.211 0.332
F -5.148 -3.647 2.219
F -3.551 -4.736 1.148
F -4.578 -4.333 -0.848
F -5.683 -5.297 0.813
H 3.931 -3.243 1.834
H 4.405 -4.311 0.511
H 2.704 -4.164 0.849
H 3.919 -1.518 0.336
H 1.928 -3.096 -1.441
H 1.450 -2.630 0.178
H 3.580 -0.561 -2.632
H 2.051 1.117 -2.464
H 3.450 1.878 -0.606
H -0.470 0.292 1.069
H 1.616 1.945 1.239
H 0.183 -0.198 -3.138
H -1.564 0.040 -3.126
H -0.218 2.166 -3.241
H 0.151 1.962 -1.467
H -1.947 3.372 -2.335
H -2.712 1.809 -2.524
H -0.874 -2.401 -0.345
H -0.516 -2.377 -2.065
H -2.755 -1.662 -2.700
H -2.683 -3.246 -1.989
N 0.915 5.514 2.285
S 0.967 7.042 2.722
O 1.178 7.985 1.672
O 1.573 7.320 3.982
F -0.579 7.241 3.043
S 2.299 4.974 1.811
O 2.187 3.715 1.111
O 3.401 5.078 2.707
F 2.710 5.948 0.628
```

Entry 4:
Density functional theory data (ωB97M-V/def2-TZVPD) for a 2-piece molecular cluster, C13H21FO5P overall at a distorted geometry.

Properties
* E_tot: -1325.25183 Ha
* gap between HOMO and LUMO: 7.4435 eV
* total charge: -1
* HOMO energy: -4.79 eV

```
41
C13H21FO5P ωB97M-V/def2-TZVPD
O -4.743 -1.945 -2.203
C -4.360 -1.199 -1.267
O -5.350 -0.839 -0.285
C -2.863 -0.682 -1.081
C -2.426 0.441 -2.177
C -0.835 0.615 -2.056
P -0.272 2.201 -1.146
F -0.780 1.517 0.407
O 1.295 1.447 -0.887
C 2.364 2.355 -0.913
O 2.430 3.437 -1.547
C 3.673 1.920 -0.075
C 4.962 2.753 -0.263
C 6.227 2.301 0.507
C 6.191 1.045 1.432
C 4.887 0.217 1.656
C 3.601 0.670 0.868
H -6.131 -1.429 -0.403
H -2.691 -0.262 -0.032
H -2.161 -1.577 -1.282
H -3.029 1.401 -2.053
H -2.671 0.040 -3.237
H -0.342 0.540 -3.098
H -0.431 -0.297 -1.463
H 0.110 3.405 -0.420
H -1.603 2.799 -1.262
H 0.099 2.754 -2.420
H 4.958 3.663 -0.955
H 7.195 2.908 0.382
H 7.175 0.761 1.941
H 4.876 -0.706 2.333
H 2.636 0.062 1.010
C -2.733 -4.185 1.954
C -1.953 -3.052 2.593
O -2.223 -1.831 1.921
H -2.469 -4.284 0.898
H -2.530 -5.133 2.459
H -3.808 -3.987 1.997
H -0.880 -3.244 2.529
H -2.222 -2.940 3.649
H -3.173 -1.663 1.989
```

Entry 5:
Density functional theory data (ωB97M-V/def2-TZVPD) for one molecule with the formula C13H21N3O3.

Properties
* E_tot: -897.93994 Ha
* structure (SMILES): CCOC(=O)C(CC)(CC)/C(C)=N/NC(=O)CC#N
* gap between HOMO and LUMO: 9.9864 eV
* relative energy (zero: lowest compared OMol25 entry of this formula, charge and spin): 300.5 kJ/mol
* HOMO energy: -9.38 eV

```
40
C13H21N3O3 ωB97M-V/def2-TZVPD
C 1.898 -1.237 -3.483
C 0.401 -1.296 -3.250
H -0.001 -2.294 -3.460
H -0.132 -0.579 -3.884
O 0.150 -0.977 -1.880
C -1.113 -1.045 -1.469
O -2.027 -1.356 -2.189
C -1.254 -0.763 0.024
C -0.351 0.348 0.510
N -0.081 0.310 1.752
N 0.735 1.248 2.348
C 1.984 1.593 1.962
O 2.544 1.203 0.963
C 2.673 2.533 2.970
C 1.787 3.576 3.403
N 1.052 4.389 3.731
H 3.550 2.967 2.484
H 3.004 1.950 3.834
H 0.434 1.460 3.291
C 0.077 1.423 -0.432
H 1.104 1.236 -0.750
H 0.067 2.387 0.081
H -0.564 1.468 -1.307
C -2.723 -0.393 0.334
C -3.180 0.938 -0.249
H -4.235 1.086 -0.029
H -3.060 0.944 -1.330
H -2.625 1.770 0.178
H -3.353 -1.186 -0.071
H -2.841 -0.373 1.418
C -0.941 -2.092 0.757
C 0.481 -2.603 0.563
H 1.204 -1.831 0.811
H 0.656 -2.920 -0.461
H 0.651 -3.457 1.215
H -1.652 -2.846 0.412
H -1.112 -1.918 1.819
H 2.272 -0.242 -3.258
H 2.117 -1.474 -4.520
H 2.406 -1.949 -2.838
```

- Number 4 is which compound?
  C13H21FO5P